{
  "formula": "C7H22N4O7Tm",
  "method": "ωB97M-V/def2-TZVPD",
  "elements": ["Tm", "O", "O", "O", "O", "O", "O", "O", "N", "N", "N", "N", "C", "C", "C", "C", "C", "C", "C", "H", "H", "H", "H", "H", "H", "H", "H", "H", "H", "H", "H", "H", "H", "H", "H", "H", "H", "H", "H", "H", "H"],
  "positions_angstrom": [[-0.3210, 0.1282, 0.5522], [1.3024, -2.7093, -2.7748], [-1.3975, -2.9279, 3.4460], [-3.1218, 0.5781, -1.2772], [-2.0646, 2.5789, 0.2817], [0.9852, 0.7886, 2.3533], [2.2115, -0.0707, -1.6737], [-1.1412, -1.0171, 2.2902], [-0.7314, 2.1532, 0.0140], [0.1278, -2.8372, 1.7437], [1.1618, 0.7356, -1.0715], [0.8550, -2.0592, 0.7409], [-0.1668, 4.2779, -1.0930], [2.2108, 2.7396, -2.1874], [-1.8805, -0.3389, -1.2640], [1.1070, 2.0429, -1.4628], [0.0469, 2.8237, -0.8811], [-1.0186, -4.3417, 3.6005], [-0.8214, -2.2375, 2.4917], [0.3214, 0.6538, 3.0683], [0.4612, -3.7615, 1.9963], [-2.6235, 2.0558, -0.3642], [-1.0436, -4.8777, 2.6330], [-0.4103, 4.4960, -2.1443], [1.2196, 1.7463, 2.3435], [2.8175, 2.0548, -2.7983], [-1.9509, -0.8694, -0.2828], [-1.0098, 4.6288, -0.4807], [1.8070, 3.5319, -2.8454], [1.8123, -1.8486, 1.0989], [-0.0357, -4.4259, 4.0980], [2.8533, 3.2441, -1.4365], [-1.8046, -4.7323, 4.2468], [3.0203, 0.4901, -1.7722], [1.0213, -2.5879, -0.1483], [-1.9286, -1.0828, -2.0717], [1.6516, -1.8013, -2.5338], [-0.9888, 0.2908, -1.5079], [0.5502, -2.4411, -3.3485], [-3.8168, 0.0908, -0.7873], [0.7335, 4.8381, -0.7915]],
  "mulliken_spin": [2.012, 0.000, 0.000, 0.000, 0.000, 0.000, 0.000, -0.005, 0.003, 0.001, -0.001, -0.002, 0.000, 0.000, -0.009, -0.002, -0.001, 0.000, -0.001, 0.000, 0.000, 0.001, 0.000, 0.000, 0.000, 0.000, 0.001, 0.000, 0.000, 0.000, 0.000, 0.000, 0.000, 0.000, 0.000, 0.000, 0.000, 0.003, 0.000, 0.000, 0.000],
  "total_charge": 1,
  "multiplicity": 3,
  "homo_lumo_gap_ev": [4.923, 4.957],
  "homo_ev": [-8.09, -8.13],
  "total_energy_ha": -2110.458933,
  "max_force_ev_per_a": 4.07,
  "lumo_ev": [-3.17, -3.18],
  "de_lowest_kj_mol": 26.29
}

{
  "formula": "C5H6N2O",
  "method": "ωB97M-V/def2-TZVPD",
  "elements": ["O", "N", "N", "C", "C", "C", "C", "C", "H", "H", "H", "H", "H", "H"],
  "positions_angstrom": [[0.2807, 1.9740, -0.2349], [-0.3361, -0.1743, -0.2612], [-1.5101, 0.3598, 0.1462], [1.9891, 0.1625, 0.2392], [-2.5491, -0.4922, 0.0947], [0.7667, 0.7453, 0.1073], [0.2092, -1.4671, -0.3339], [1.6698, -1.2268, 0.1508], [-0.5947, 2.0268, 0.4444], [-2.3427, -1.4346, -0.1595], [-0.6553, -2.1704, 0.0005], [-3.5985, -0.1395, 0.6213], [2.9690, 0.3139, 0.0778], [2.3863, -2.0170, 0.1518]],
  "mulliken_charge": [-0.531, 0.418, -0.626, -0.630, -0.403, 0.340, -0.166, -0.292, 0.462, 0.306, 0.080, 0.212, 0.413, 0.417],
  "multiplicity": 1,
  "homo_lumo_gap_ev": 7.862,
  "homo_ev": -7.87,
  "total_energy_ha": -378.674563,
  "smiles": "C=Nn1cccc1O",
  "max_force_ev_per_a": 7.57,
  "lumo_ev": -0.01,
  "de_lowest_kj_mol": 515.60
}